# 1
The following is a DFT calculation (wB97M-V/def2-TZVPD) of a structure of composition C8H24K7O8P.

Gap between HOMO and LUMO   6.502 eV
E_HOMO   -0.70120 hartree

ORCA input file:
```
! RIJCOSX wB97M-V def2-TZVPD def2/J DEFGRID3
* xyz 4 1
C -1.1379 3.5833 1.4803
H -0.6563 -5.0924 1.1875
H 4.0732 3.3073 0.0313
O -1.8718 -3.5247 0.8123
O -0.6117 2.7052 0.4589
C -1.5052 -0.9853 -3.9550
H -0.3721 5.4088 0.6207
H 3.7009 4.7962 0.9501
H -2.1563 3.2589 1.6941
H -2.5839 -5.8510 -0.0947
H -1.2387 -2.8788 1.1344
H -0.9029 -1.4668 -4.7254
O 2.5031 -1.3858 0.5758
H 2.3746 1.2598 1.3956
O 0.9178 -0.8916 -1.2925
H -1.8682 -1.8014 -3.3301
C -1.6404 -4.7348 1.4904
H 3.8872 3.3120 2.7928
H 2.4869 3.8477 0.1583
H -0.3998 3.5206 2.2800
O 3.1931 1.5538 1.8022
C -2.7651 -0.3193 -4.6076
P 1.0385 -0.8957 0.2676
H -2.5891 0.7418 -4.7846
H -2.4892 -6.7281 1.4534
O -0.7971 -0.0275 -3.1369
K 1.2058 -0.6935 3.3276
C -2.6407 -5.7535 0.9895
C -1.3168 4.9874 0.9644
K 2.2418 1.3532 -1.3578
H -3.6595 -0.4244 -3.9936
H -3.6604 -5.4538 1.2315
K 5.1015 -0.6117 1.0697
H 2.1653 3.2599 2.4877
K 2.2230 -3.7465 1.3002
O -0.0219 -1.8066 0.9188
C 3.1341 2.9627 2.0864
C 3.3976 3.7682 0.7519
O 0.8281 0.5921 0.8117
H -1.7428 -4.7156 2.5754
H -0.2209 -0.4513 -2.4967
K -0.0402 -3.4279 -1.4597
H -1.6967 5.6616 1.7321
H -0.0584 1.9631 0.7132
K 3.2824 -2.2350 -1.8528
H -2.0917 4.8812 0.2052
K -2.0857 -0.1025 0.9437
H -2.9330 -0.7195 -5.6075
*
```

# 2
The following is a DFT calculation (wB97M-V/def2-TZVPD) of a structure of composition C19H40BaOP2.

Gap between HOMO and LUMO (alpha / beta)   3.387 / 3.411 eV
Energy above the lowest of the compared OMol25 structures with the same formula, charge and spin   126.1 kcal per mole
E_HOMO (alpha / beta)   -0.12606 / -0.12731 hartree

ORCA input file:
```
! RIJCOSX wB97M-V def2-TZVPD def2/J DEFGRID3
* xyz 0 1
H -1.4544 -1.0602 4.5212
H 0.8536 1.2659 4.8643
H 2.0648 3.9947 -0.8222
H 2.6861 -3.8673 1.3276
H -0.4404 0.6320 -4.8239
P 1.1682 -2.2126 0.4796
C -0.1198 -3.2877 -0.1924
O -1.2921 0.5614 2.3328
C -2.0449 1.1419 -2.6603
H -0.0927 -4.1987 0.4213
C -2.9637 0.3373 -3.5499
H -2.5738 1.9222 -2.0849
C 0.1056 0.5469 -3.8631
H 0.8479 -1.3501 -4.6723
H 0.0545 3.9704 -0.0784
H -0.6374 -2.0359 2.1634
H 1.0057 1.1844 -3.9666
C 0.6332 -0.9033 -3.6770
H 2.8297 -3.6231 -0.4410
H 3.3727 2.7727 -0.6498
C 2.6993 -3.1186 0.5258
P 1.5698 2.4102 0.9496
H 2.2435 -0.9199 -1.1110
H -3.4080 -1.7308 -4.0251
C -0.6834 1.0721 -2.6884
H -1.1783 -2.9432 -0.1067
H 3.1126 0.8310 -0.0464
C -1.6189 -1.7912 -2.8779
H 0.0888 -3.5904 -1.2202
H 0.7233 -0.2230 -1.0586
H -3.1864 0.8677 -4.4981
C -2.4869 -1.1185 -3.9049
H -1.2695 0.2501 5.7126
H 3.5743 -2.4611 0.6745
Ba -1.7493 -0.4500 -0.5306
H -2.4307 2.4130 3.9757
C -1.3414 2.3296 3.9797
C 2.1644 0.5664 0.4461
H -2.1844 -2.4917 -2.2323
C 2.6490 3.3998 -0.1180
C -0.2611 -1.8179 -2.9226
H 2.4824 0.1944 1.4320
H 1.6216 -0.8742 -3.1877
H 0.9293 -0.2468 3.9612
H -0.6574 2.3591 -0.3891
H -1.9945 -1.0878 -4.8971
C 1.4962 -0.5966 -0.3570
C -1.6258 0.0065 4.6949
C -0.0837 2.9550 0.3541
C -0.9365 0.8948 3.6480
H 3.1883 4.0704 0.5641
H -0.0608 1.6166 -1.9650
H -0.9639 2.6008 4.9817
C 0.5786 0.7916 3.9115
H -3.9650 0.2928 -3.0639
H 0.2511 -2.7735 -2.7258
C 0.4422 -1.8511 2.0747
H 0.5875 -0.7810 2.2420
H -2.7052 0.1717 4.6689
H -0.7402 3.0578 1.2345
H 0.9193 -2.4316 2.8869
H 1.1417 1.3212 3.1318
H -0.9349 3.0351 3.2479
*
```

Maximum force (eV/Å)
3.48 2.58